Here is 15 unconnected molecules or ions with the total composition C47H135N11O15 from the OMol25 dataset. Energies are from ωB97M-V/def2-TZVPD.

Properties
- Kohn-Sham gap: 9.3 eV
- LUMO energy: 0.008 Eh
- Net charge: 0
- ΔE to the lowest compared entry with this formula, charge and spin: 8.47 kJ/mol
- F_max: 3.3 eV/A

Each line ends with the Mulliken charge.
Element x y z (Å)
O 0.109 -0.648 1.110  1.98
H -0.697 -0.192 0.867  -0.80
H -0.187 -1.481 1.475  -0.55
C 0.496 1.830 -6.368  -1.80
C 0.010 1.775 -4.877  1.41
C -0.943 2.985 -4.533  -0.39
O -0.299 4.287 -4.728  -0.44
C -1.201 5.335 -4.479  -0.88
N -0.631 0.478 -4.743  -0.08
H -0.369 1.760 -7.027  0.37
H 1.121 0.963 -6.582  0.40
H 1.134 2.687 -6.583  0.38
H 0.877 1.886 -4.226  -0.30
H -1.165 2.806 -3.481  -0.20
H -1.830 2.822 -5.145  0.72
H -1.900 5.299 -5.314  0.42
H -0.682 6.293 -4.491  0.32
H -1.764 5.251 -3.549  0.23
H -1.095 0.372 -3.852  -0.25
H 0.149 -0.160 -4.663  0.21
C -1.662 4.656 2.179  -0.45
C -1.636 5.966 2.938  0.37
C -0.297 6.673 2.928  -0.89
O 0.695 5.717 3.431  -0.26
C 2.027 6.253 3.308  -0.51
N -2.691 6.828 2.408  -0.78
H -1.659 4.827 1.103  0.01
H -2.521 4.029 2.418  0.21
H -0.759 4.047 2.237  -0.03
H -1.884 5.691 3.963  0.34
H -0.299 7.569 3.549  0.35
H -0.056 7.001 1.917  0.34
H 2.270 6.354 2.251  0.15
H 2.759 5.532 3.672  0.10
H 2.266 7.223 3.744  0.43
H -2.405 7.155 1.496  0.28
H -3.530 6.289 2.246  0.34
C 2.092 -4.924 3.396  -0.87
C 1.857 -5.882 2.164  1.37
C 2.972 -5.891 1.092  -1.13
O 3.278 -4.614 0.519  -0.30
C 2.328 -4.184 -0.426  -0.19
N 1.601 -7.188 2.658  -0.76
H 3.041 -5.163 3.876  0.51
H 1.348 -5.110 4.169  0.46
H 2.136 -3.894 3.039  -0.24
H 0.923 -5.593 1.682  -0.56
H 2.780 -6.649 0.332  0.41
H 3.771 -6.301 1.710  0.47
H 2.236 -4.840 -1.292  0.40
H 2.623 -3.238 -0.879  -0.18
H 1.343 -4.089 0.031  0.04
H 1.000 -7.228 3.469  0.26
H 2.484 -7.601 2.923  0.30
C -1.471 -3.889 7.552  -1.43
C -0.578 -2.623 7.612  0.01
C -0.170 -2.082 6.231  0.50
O 0.490 -0.842 6.427  -0.48
C 0.629 -0.013 5.265  -0.73
N -1.336 -1.618 8.288  -0.82
H -0.931 -4.776 7.221  0.37
H -2.365 -3.801 6.936  0.27
H -1.793 -4.221 8.539  0.40
H 0.210 -2.838 8.334  0.40
H -1.086 -1.935 5.658  0.12
H 0.463 -2.852 5.790  -0.26
H 1.275 0.854 5.405  0.37
H -0.332 0.398 4.955  0.46
H 0.996 -0.520 4.373  0.10
H -2.105 -1.640 7.633  0.29
H -0.799 -0.788 8.078  0.40
C 6.575 4.408 4.621  -1.43
C 6.530 4.111 3.109  0.40
C 5.089 4.204 2.580  0.40
O 4.416 3.054 3.150  -0.43
C 3.196 2.704 2.487  0.28
N 7.379 5.083 2.450  -0.76
H 6.010 3.698 5.225  0.29
H 6.192 5.404 4.843  0.31
H 7.607 4.315 4.958  0.42
H 7.008 3.148 2.929  0.36
H 5.100 4.176 1.490  -0.52
H 4.656 5.172 2.831  0.10
H 2.575 3.572 2.266  0.12
H 2.617 2.030 3.118  -0.05
H 3.424 2.207 1.544  -0.09
H 7.276 4.959 1.453  0.23
H 8.340 4.852 2.655  0.29
C 3.625 5.609 -1.195  -1.50
C 2.502 5.039 -2.076  0.55
C 1.365 4.392 -1.382  0.12
O 1.814 3.279 -0.579  0.31
C 0.738 2.396 -0.307  0.77
N 1.954 6.054 -2.960  -0.86
H 4.339 6.117 -1.844  0.43
H 4.142 4.760 -0.748  0.15
H 3.245 6.306 -0.449  0.21
H 2.967 4.409 -2.833  0.18
H 0.743 3.963 -2.168  -0.40
H 0.773 5.019 -0.715  0.39
H 0.246 2.062 -1.220  -0.25
H -0.067 2.825 0.290  -0.40
H 1.007 1.468 0.198  -0.47
H 1.258 6.526 -2.401  0.38
H 1.382 5.516 -3.595  0.18
C -3.267 3.402 -1.050  -1.06
C -3.676 1.909 -0.867  2.19
C -3.533 1.452 0.640  -0.37
O -2.199 1.578 1.079  0.81
C -1.994 1.311 2.459  -1.35
N -5.029 1.718 -1.377  -0.79
H -2.273 3.606 -0.650  -0.24
H -4.002 4.109 -0.666  0.29
H -3.308 3.593 -2.123  0.52
H -2.976 1.259 -1.390  -0.84
H -3.816 0.408 0.775  -0.75
H -4.241 2.043 1.220  0.32
H -2.596 1.945 3.111  0.55
H -0.967 1.610 2.666  0.24
H -2.121 0.242 2.634  0.15
H -5.044 1.806 -2.383  0.36
H -5.399 0.805 -1.155  0.15
C -1.897 -4.940 -5.087  -1.74
C -2.084 -3.495 -4.670  0.76
C -1.271 -3.114 -3.431  0.16
O -1.736 -1.826 -2.983  -0.44
C -1.068 -1.334 -1.866  0.55
N -1.877 -2.598 -5.788  -0.61
H -2.375 -5.093 -6.055  0.43
H -2.433 -5.558 -4.366  0.42
H -0.829 -5.155 -5.096  0.24
H -3.127 -3.414 -4.364  0.08
H -0.190 -3.074 -3.567  -0.02
H -1.499 -3.868 -2.677  0.14
H 0.006 -1.513 -1.911  0.04
H -1.422 -1.775 -0.934  -0.22
H -1.224 -0.256 -1.820  -0.37
H -2.187 -1.701 -5.443  0.38
H -0.906 -2.330 -5.861  0.02
C 2.018 -4.115 -6.788  -2.06
C 1.474 -2.933 -6.161  1.77
C 2.270 -2.399 -4.915  -0.94
O 1.698 -1.193 -4.433  0.25
C 2.545 -0.510 -3.546  -1.11
N 1.392 -1.842 -7.136  -0.62
H 3.073 -3.989 -7.034  0.40
H 1.602 -4.284 -7.781  0.44
H 1.970 -5.080 -6.285  0.34
H 0.483 -3.181 -5.782  -1.03
H 3.276 -2.211 -5.291  0.67
H 2.229 -3.127 -4.105  0.25
H 1.926 0.180 -2.974  -0.14
H 3.377 -0.022 -4.055  0.34
H 2.956 -1.189 -2.799  0.52
H 0.921 -1.031 -6.760  0.23
H 2.317 -1.503 -7.358  0.37
C -4.939 -2.905 -1.306  -0.92
C -5.801 -1.857 -1.984  1.33
C -6.677 -2.438 -3.071  -1.02
O -7.268 -1.491 -4.019  -0.35
C -8.257 -2.085 -4.853  -0.78
N -6.540 -1.042 -1.023  -0.75
H -4.284 -3.438 -1.996  0.12
H -5.557 -3.674 -0.842  0.59
H -4.322 -2.406 -0.558  -0.16
H -5.060 -1.178 -2.407  -0.24
H -7.412 -3.013 -2.507  0.40
H -5.998 -3.015 -3.698  0.38
H -7.967 -3.062 -5.241  0.31
H -8.572 -1.438 -5.671  0.25
H -9.093 -2.282 -4.182  0.33
H -7.105 -0.463 -1.628  0.26
H -7.235 -1.612 -0.562  0.32
C -1.739 -4.186 0.534  -0.81
C -2.084 -3.209 1.701  2.96
C -3.304 -3.665 2.448  -1.20
O -3.818 -2.605 3.260  -0.41
C -4.876 -1.892 2.592  -0.50
N -0.949 -2.975 2.585  -0.18
H -0.829 -3.916 -0.001  -0.42
H -2.504 -4.229 -0.241  0.13
H -1.604 -5.195 0.925  0.62
H -2.324 -2.272 1.199  -1.35
H -3.158 -4.596 2.996  0.37
H -4.092 -3.962 1.757  0.39
H -4.621 -1.530 1.596  -0.06
H -5.268 -1.092 3.220  0.36
H -5.808 -2.443 2.472  0.36
H -0.413 -3.811 2.766  -0.08
H -1.224 -2.566 3.466  -0.39
C 4.845 1.659 -1.312  -0.19
O 4.810 0.245 -1.340  -0.61
H 5.652 1.909 -2.000  0.43
H 3.921 2.058 -1.731  0.04
H 4.910 2.061 -0.300  0.01
H 4.208 -0.061 -0.658  0.04
C 3.518 -1.386 1.475  -0.66
O 2.817 -0.638 0.516  1.22
H 4.188 -2.138 1.058  0.30
H 4.136 -0.808 2.162  0.33
H 2.737 -1.884 2.050  -0.25
H 1.889 -0.879 0.459  -0.62
C 3.549 -2.355 5.548  0.14
O 4.960 -2.623 5.256  -0.56
H 3.254 -1.506 4.931  -0.03
H 2.967 -3.216 5.219  -0.20
H 3.392 -2.137 6.604  0.39
H 5.301 -3.498 5.456  0.29

***

Here is a molecular structure, C47H34N5ORuTe from the OMol25 dataset. Energies are from ωB97M-V/def2-TZVPD.

Properties
- Kohn-Sham gap (spin up / spin down): 4.4 / 4.3 eV
- LUMO energy (spin up / spin down): 0.152 / 0.152 Eh
- Spin multiplicity: 2
- Net charge: -2
- ⟨S²⟩: 0.76
- ΔE to the lowest compared entry with this formula, charge and spin: 38.07 kJ/mol
- F_max: 0.5 eV/A

Each line ends with the Mulliken charge.
Element x y z (Å)
Ru -0.225 -0.279 0.135  -1.12
C -3.181 5.371 4.536  -0.34
C -3.507 4.022 4.655  -0.80
C -2.953 3.090 3.794  -0.16
C -2.050 3.469 2.792  -0.38
C -1.760 4.829 2.669  -0.19
C -2.308 5.768 3.535  -0.74
C -1.458 2.449 1.889  1.34
C -2.421 1.672 1.117  -0.20
C -3.761 2.026 0.943  -1.37
C -4.298 1.134 0.013  -1.42
C -3.257 0.270 -0.356  0.39
C -3.190 -0.627 -1.500  0.83
C -4.360 -1.430 -1.953  0.11
C -4.130 -2.782 -2.238  0.00
C -5.146 -3.627 -2.659  -0.86
C -6.442 -3.149 -2.788  -0.38
C -6.699 -1.821 -2.480  -0.75
C -5.678 -0.978 -2.062  -0.30
C -2.034 -0.807 -2.212  0.00
N -0.726 -0.516 -1.811  0.40
C 0.111 -0.946 -2.793  1.15
C 1.478 -1.121 -2.728  -0.12
C 2.201 -1.535 -3.962  -0.60
C 2.117 -2.844 -4.443  0.05
C 2.787 -3.234 -5.594  -0.83
C 3.568 -2.321 -6.291  -0.31
C 3.670 -1.018 -5.824  -0.74
C 2.990 -0.632 -4.677  0.02
C 2.254 -0.984 -1.535  0.52
C 3.712 -1.079 -1.531  -1.62
C 4.101 -0.876 -0.270  -0.80
C 2.910 -0.698 0.588  -1.76
N 1.779 -0.776 -0.321  1.74
C 2.941 0.568 1.383  0.74
C 1.929 1.447 1.544  0.90
C 2.049 2.586 2.479  -1.58
C 0.835 3.097 2.658  -1.32
C -0.104 2.338 1.805  0.68
N 0.618 1.434 1.058  0.27
C 4.252 0.897 2.028  -0.34
C 5.190 1.680 1.355  0.03
C 6.396 2.028 1.949  -0.82
C 6.685 1.592 3.234  -0.35
C 5.765 0.804 3.913  -0.82
C 4.563 0.456 3.314  0.25
C -0.692 -1.331 -3.954  -1.37
C -1.980 -1.313 -3.574  -1.21
N -2.127 0.583 0.362  0.71
H -3.614 6.102 5.210  0.35
H -4.192 3.695 5.429  0.35
H -3.206 2.041 3.884  0.43
H -1.096 5.146 1.874  0.48
H -2.057 6.816 3.417  0.34
H -4.260 2.866 1.401  0.45
H -5.277 1.228 -0.417  0.18
H -3.132 -3.177 -2.094  0.41
H -4.917 -4.665 -2.867  0.37
H -7.243 -3.804 -3.111  0.35
H -7.705 -1.426 -2.564  0.36
H -5.923 0.043 -1.841  0.38
H 1.519 -3.558 -3.890  0.44
H 2.705 -4.257 -5.943  0.36
H 4.096 -2.623 -7.188  0.35
H 4.277 -0.296 -6.357  0.35
H 3.066 0.386 -4.314  0.42
H 4.326 -1.315 -2.384  0.46
H 5.104 -0.843 0.125  0.88
H 2.959 2.878 2.978  0.36
H 0.556 3.886 3.338  0.44
H 4.954 2.020 0.354  0.44
H 7.107 2.643 1.408  0.36
H 7.625 1.862 3.703  0.33
H 5.985 0.451 4.914  0.37
H 3.849 -0.175 3.826  0.41
H -0.290 -1.594 -4.920  0.49
H -2.851 -1.539 -4.169  0.58
N -0.285 -2.314 3.893  -0.51
C -0.305 -1.915 2.600  0.42
O -0.082 -0.741 2.312  -0.03
C -0.558 -2.920 1.529  -0.81
C -1.023 -2.214 0.262  -0.19
H 0.168 -1.684 4.534  0.27
H -0.223 -3.297 4.080  0.20
H -1.241 -3.701 1.891  0.45
H 0.427 -3.378 1.374  0.10
H -2.114 -2.128 0.256  0.21
H -0.725 -2.813 -0.606  0.34
Te 3.180 -2.571 1.880  -0.50